Record 1
98
Properties=species:S:1:pos:R:3:forces:R:3:lowdin_charge:R:1 method="wB97M-V/def2-TZVPD" total_charge=+1 lumo_ev=-8.84 homo_energy_ev=-9.9 e_above_lowest_kj_mol=930.6 fmax_ev_per_a=7.1
Pb 0.960757 3.169208 4.546910 0.27 -0.51 -0.19 1.424
N 0.629307 -1.112302 2.017650 1.60 -0.85 -4.13 -0.224
S 0.210187 -2.581922 2.371450 -1.90 -4.76 4.86 0.460
O 1.351887 -3.424312 2.811290 -2.19 1.77 -1.65 -0.268
O -0.949593 -3.228312 1.762750 2.30 1.32 -0.07 -0.251
F -0.461723 -2.187142 3.774200 0.31 0.41 0.12 -0.223
S 1.423477 -1.654582 0.456940 1.37 1.41 -2.67 0.617
O 0.591807 -2.369962 -0.488020 0.40 1.02 1.92 -0.257
O 2.806667 -2.076712 0.521200 -1.87 1.03 0.93 -0.262
F 1.473847 -0.150902 -0.167470 -0.04 -0.92 0.89 -0.225
O -0.581073 5.527058 0.312520 0.12 -0.19 0.40 -0.064
H 0.000817 5.308958 -0.415540 0.14 -0.08 -0.25 0.033
H -1.113673 6.251928 -0.014780 -0.19 0.20 -0.06 0.036
C -0.745273 -8.129902 -7.046200 0.62 0.45 1.34 -0.060
C -1.075283 -9.129022 -5.923760 -0.79 -0.57 1.09 -0.430
C -1.748483 -8.628182 -4.588550 0.42 -0.64 -0.63 -0.176
O -2.003153 -9.739502 -3.713550 0.46 -0.22 -0.35 -0.211
C -2.841503 -9.367022 -2.631880 0.47 0.16 -0.25 -0.113
N -1.839623 -10.245292 -6.484090 -0.11 0.65 -0.21 0.024
H -1.597943 -7.700522 -7.572210 -0.13 -0.12 0.28 0.081
H -0.047333 -8.522402 -7.785740 -0.22 -0.56 -0.03 0.073
H -0.142043 -7.348792 -6.583510 -0.24 0.50 -0.07 0.071
H -0.191593 -9.647952 -5.552410 0.88 0.86 0.04 0.126
H -2.712133 -8.140072 -4.734210 0.11 0.45 -0.33 0.119
H -0.994483 -8.006842 -4.105310 -0.25 0.59 0.14 0.119
H -2.408543 -8.524012 -2.093380 -0.12 0.45 -0.09 0.082
H -2.898063 -10.146422 -1.871980 -0.05 -0.39 -0.49 0.086
H -3.822603 -9.126932 -3.041640 -0.24 0.12 0.35 0.087
H -1.588363 -11.002892 -5.865210 -0.42 -0.61 -0.31 0.066
H -1.307623 -10.326872 -7.338740 -0.39 -1.14 -0.47 0.056
C 7.463057 0.745788 5.046590 -0.55 -1.34 1.16 -0.042
C 5.931807 0.922768 5.317740 1.42 -1.73 -0.73 -0.437
C 5.470067 0.422008 6.683500 1.41 0.42 0.27 -0.232
O 4.140007 0.694588 6.935370 -1.35 0.40 0.16 -0.196
C 3.656607 0.108108 8.129730 -0.77 -0.64 -0.01 -0.105
N 5.662867 2.273468 4.998810 -1.46 2.29 0.29 0.034
H 7.658637 -0.316822 4.902750 0.29 0.03 -0.39 0.081
H 8.066797 1.016698 5.912740 -0.08 0.30 0.14 0.079
H 7.801427 1.349748 4.204660 -0.15 -0.34 -0.11 0.075
H 5.410007 0.261068 4.626370 -0.10 0.17 -0.44 0.135
H 6.065237 0.903278 7.459550 0.37 0.13 0.29 0.130
H 5.640167 -0.650612 6.776600 0.25 -0.21 -0.27 0.137
H 2.609767 0.396958 8.223520 0.11 0.29 0.15 0.081
H 4.189697 0.309078 9.058990 0.34 0.73 -0.18 0.093
H 3.621117 -0.980962 8.102350 0.24 -0.28 -0.51 0.092
H 5.889497 2.871428 5.780600 -0.22 0.11 0.51 0.081
H 6.323747 2.607448 4.311930 -0.22 -0.18 -0.44 0.067
C -6.462663 1.971328 -1.646800 -0.72 -1.47 0.22 -0.066
C -5.271573 0.985998 -1.888560 1.51 2.80 -0.05 -0.353
C -4.653413 1.046938 -3.322260 -0.50 -0.04 1.39 -0.205
O -3.785793 2.180108 -3.468000 -1.02 -0.61 -2.13 -0.207
C -3.604663 2.450728 -4.907740 0.79 0.39 1.24 -0.071
N -4.212793 1.469448 -0.966590 0.47 -0.52 0.83 0.044
H -7.386403 1.550538 -2.043970 -0.03 -0.12 -0.39 0.067
H -6.445503 3.004368 -1.994140 0.81 -0.15 -0.14 0.077
H -6.654953 1.963658 -0.573920 0.21 0.25 0.07 0.065
H -5.536873 -0.050732 -1.681460 -0.10 0.21 0.22 0.138
H -5.536233 1.065718 -3.961300 0.37 0.02 -0.76 0.122
H -4.060943 0.134978 -3.395850 -0.03 -0.12 -0.60 0.123
H -4.489533 2.867638 -5.388660 -0.14 0.05 0.30 0.086
H -3.258173 1.609948 -5.508680 -0.19 -0.51 0.41 0.084
H -2.774433 3.156688 -4.928590 -0.25 0.25 -0.11 0.082
H -3.434113 0.856028 -0.773000 -0.37 -0.99 0.04 0.072
H -3.682953 2.259508 -1.305950 -0.76 0.55 -0.53 0.064
C 5.309107 0.477448 -6.252120 -0.84 -1.06 0.99 -0.080
C 5.711907 1.846568 -5.810680 1.33 0.89 -0.28 -0.442
C 7.056347 1.812898 -5.074910 0.88 0.73 0.88 -0.185
O 7.298287 3.032598 -4.280180 0.49 -1.59 -0.09 -0.203
C 8.555937 2.958188 -3.548020 -1.00 1.29 -0.46 -0.104
N 5.746577 2.742108 -6.971850 -0.27 1.05 -0.08 0.031
H 4.271847 0.454038 -6.586250 0.22 0.27 -0.69 0.080
H 5.224817 -0.148422 -5.363700 0.39 -0.26 0.18 0.075
H 5.989197 -0.026642 -6.938760 -0.07 0.28 -0.17 0.087
H 4.975717 2.259308 -5.120930 -0.12 -0.07 0.01 0.140
H 7.877607 1.683888 -5.779890 0.09 0.30 -0.51 0.119
H 7.211897 0.954288 -4.421690 -0.63 -0.17 0.37 0.112
H 8.521027 3.778988 -2.831660 -0.18 0.02 0.07 0.076
H 9.385657 3.218828 -4.205080 0.16 -0.51 -0.18 0.082
H 8.734297 2.056418 -2.962280 -0.23 -0.36 -0.41 0.081
H 5.836507 3.703398 -6.675290 -0.51 0.27 0.49 0.063
H 6.576137 2.711638 -7.547170 0.30 -1.08 -0.09 0.068
C -4.619303 6.152978 5.765540 -0.06 0.97 0.35 -0.098
C -5.291923 4.942008 6.359700 -2.21 0.59 -0.94 -0.398
C -6.897013 4.956888 6.022180 1.30 -0.70 0.71 -0.154
O -7.519003 3.911888 6.745130 0.40 0.65 1.02 -0.202
C -8.468253 3.151738 6.087370 -0.35 -1.89 -0.53 -0.139
N -4.710923 3.703128 5.816910 -0.46 0.01 0.30 0.031
H -4.935643 7.077078 6.249350 -0.86 0.01 -0.06 0.077
H -4.822343 6.264048 4.700400 0.44 -0.05 -0.10 0.080
H -3.574103 6.248788 6.059570 0.41 -0.76 -0.65 0.066
H -5.190063 5.083248 7.435700 -0.02 -0.88 0.13 0.133
H -7.077253 4.687708 4.981430 0.41 0.70 -0.48 0.113
H -7.390813 5.883258 6.315600 0.24 0.32 -0.27 0.123
H -9.142163 2.677228 6.800660 -0.02 0.38 0.23 0.092
H -7.972783 2.305048 5.612250 0.23 -0.32 -0.26 0.080
H -9.078423 3.557788 5.280570 0.08 0.98 0.21 0.090
H -5.383793 2.981408 6.032480 0.05 -0.63 1.05 0.056
H -4.937233 3.704938 4.832590 0.54 0.60 -0.76 0.061



Record 2
98
Properties=species:S:1:pos:R:3:forces:R:3:lowdin_charge:R:1 method="wB97M-V/def2-TZVPD" total_charge=-1 lumo_ev=1.60 homo_energy_ev=-4.5 fmax_ev_per_a=5.9
N -3.180564 30.490758 2.240108 -0.14 -0.12 0.23 -0.751
O -4.143231 31.201359 2.004395 -1.51 1.81 -1.36 -0.083
O -3.196240 29.811261 3.226234 -0.52 -2.52 4.14 -0.082
O -2.191269 30.407607 1.549943 2.20 0.86 -2.96 -0.077
C -10.986524 35.509250 3.573837 1.71 -1.04 1.15 -0.823
O -10.492044 35.302088 4.648052 0.44 -0.10 2.43 0.044
N -10.829404 34.677653 2.577682 0.00 -1.91 -1.94 0.161
N -11.602095 36.585641 3.217786 -3.07 5.02 -0.83 0.160
H -10.167626 33.945661 2.792935 -0.24 -0.12 -0.93 0.128
H -11.215233 35.006254 1.704029 0.73 -1.17 -0.28 0.104
H -11.850852 37.317326 3.868067 0.29 -0.46 0.12 0.119
H -11.956399 36.747046 2.285841 0.14 -0.22 0.24 0.106
C 2.036655 28.098884 6.102928 1.64 -0.65 2.14 -0.845
O 3.129210 27.874930 6.571953 1.77 -0.32 1.41 0.020
N 1.886008 28.356204 4.874086 -0.78 1.28 -5.48 0.178
N 0.926046 28.065529 6.798892 -2.14 -0.49 2.79 0.163
H 2.732760 28.602283 4.381566 -0.62 -0.15 -0.41 0.131
H 0.938086 28.424048 4.532120 0.56 0.34 -0.77 0.126
H 1.153751 27.910596 7.770613 -0.79 0.11 0.01 0.113
H 0.054437 28.483066 6.505600 0.28 -0.08 0.24 0.114
C -4.425354 22.957514 3.376115 -0.89 -0.38 0.03 -0.128
O -3.467194 21.938391 3.410075 1.06 -0.23 -0.59 -0.222
C -2.135580 22.368783 3.760911 -1.35 -1.06 0.36 -0.202
C -2.026013 22.558899 5.278493 1.84 -0.44 -0.07 -0.208
N -2.056318 21.344399 6.155446 -2.18 -0.56 -2.81 -0.042
C -3.487066 20.759123 6.136905 1.85 0.32 2.57 -0.146
C -3.567686 19.651556 7.235050 -0.45 0.10 -1.58 -0.262
O -3.646396 20.208670 8.507081 -0.65 0.21 2.05 -0.200
C -4.158410 19.329882 9.567650 0.92 0.27 -1.21 -0.069
H -5.323497 22.528231 2.932096 0.15 -0.02 -0.60 0.084
H -4.099478 23.829396 2.808907 -0.01 0.13 0.10 0.095
H -4.829829 23.214488 4.355125 0.59 0.47 0.45 0.077
H -1.830373 23.223396 3.157100 -0.44 0.83 0.50 0.118
H -1.397703 21.656471 3.391783 -0.40 -0.80 0.32 0.117
H -2.697964 23.358043 5.591475 0.00 0.12 0.20 0.109
H -0.984639 22.879059 5.244887 0.15 0.66 1.01 0.109
H -1.692443 21.463804 7.090026 -0.37 0.45 -0.03 0.092
H -3.804926 20.399854 5.158139 0.46 0.08 0.14 0.109
H -4.132182 21.562850 6.491785 -0.54 0.05 -0.29 0.107
H -2.695172 19.015633 7.085330 0.23 -0.27 0.30 0.116
H -4.462064 19.052408 7.064170 -0.18 -0.21 -0.21 0.109
H -5.091744 18.831724 9.305312 -0.06 0.03 -0.44 0.077
H -4.355943 19.864717 10.496642 0.33 0.48 -0.35 0.080
H -3.393220 18.575608 9.751117 -0.06 -0.20 0.17 0.080
C -10.997883 34.637666 -2.542369 0.60 -0.13 -0.33 -0.143
O -12.179697 35.341584 -2.359464 -0.92 1.56 -0.98 -0.194
C -12.381649 36.408022 -3.341680 -0.51 0.19 1.84 -0.164
C -12.051708 37.849073 -2.818253 0.15 -0.12 0.00 -0.189
N -12.997098 38.424645 -1.842820 0.25 -0.60 -0.62 -0.088
C -14.260124 38.774706 -2.460714 -0.93 0.22 1.67 -0.204
C -15.090475 39.408426 -1.295558 -1.36 -0.72 -0.71 -0.182
O -16.512172 39.542445 -1.655750 0.82 -0.25 0.59 -0.195
C -17.308424 39.879347 -0.518995 0.79 0.72 0.22 -0.128
H -11.032551 33.951854 -3.388863 -0.31 -0.33 -0.12 0.082
H -10.818799 34.068093 -1.630436 0.27 0.11 -0.10 0.090
H -10.183156 35.314519 -2.799638 0.41 0.08 0.48 0.085
H -13.453068 36.410719 -3.542064 -0.04 -0.16 -0.06 0.101
H -11.901071 36.204443 -4.298599 0.40 -0.05 0.16 0.118
H -12.038140 38.476024 -3.709790 0.02 0.15 -0.45 0.102
H -11.060026 37.965178 -2.381004 0.13 -0.53 -0.03 0.115
H -12.626136 39.278634 -1.451424 0.51 -0.07 0.02 0.103
H -14.727656 37.836599 -2.759827 -0.35 0.26 -0.11 0.111
H -14.165120 39.439478 -3.319293 -0.04 0.16 -0.19 0.117
H -14.695423 40.346501 -0.905648 0.07 0.52 -0.53 0.113
H -14.976065 38.746128 -0.437438 -0.28 -0.43 -0.02 0.111
H -17.220789 39.177504 0.310362 0.08 -0.43 -0.13 0.081
H -18.366958 40.048014 -0.716911 0.15 -0.43 -0.72 0.083
H -16.958545 40.834268 -0.126788 0.13 0.28 0.18 0.076
C -2.638571 32.568597 8.921877 -1.19 0.33 -1.82 -0.096
O -3.183866 33.819767 9.318814 1.15 0.65 1.77 -0.215
C -3.907482 34.637271 8.417525 0.33 -1.04 -2.36 -0.184
C -3.052451 35.076429 7.116109 -0.70 -0.84 3.00 -0.183
N -1.980525 35.940782 7.643986 -0.16 0.78 -1.89 -0.070
C -1.022873 36.272553 6.585313 0.15 -0.76 -0.67 -0.192
C -0.190121 35.024446 6.074188 0.03 2.27 0.88 -0.196
O 1.177519 35.493718 6.028401 -0.62 -1.90 -0.50 -0.207
C 2.002156 34.361846 5.692418 0.73 1.48 0.27 -0.112
H -3.439665 31.875802 8.664220 -0.38 -0.22 0.22 0.084
H -2.000240 32.054972 9.640782 -0.04 0.83 0.33 0.088
H -2.139494 32.686319 7.960019 0.63 -0.05 0.11 0.065
H -4.313955 35.531588 8.889837 0.55 -0.15 0.50 0.114
H -4.763487 34.021863 8.140717 -0.33 0.15 -0.63 0.108
H -3.694989 35.529449 6.361112 0.04 0.72 0.35 0.115
H -2.756090 34.152830 6.618879 0.61 -0.20 0.00 0.090
H -1.512458 35.621418 8.480054 -0.28 -0.50 -0.07 0.106
H -0.335432 37.090980 6.799074 0.30 -0.37 0.90 0.107
H -1.539316 36.752832 5.754212 -0.57 -0.45 -0.18 0.105
H -0.530133 34.643074 5.111353 0.15 0.05 -0.19 0.119
H -0.303248 34.235100 6.817309 0.14 -0.22 0.12 0.104
H 3.003783 34.777104 5.580982 0.08 -0.05 -0.22 0.079
H 1.707138 33.905712 4.747421 -0.16 -0.21 0.13 0.088
H 2.087319 33.663719 6.525172 -0.46 -0.32 -0.06 0.083
O -7.840079 30.403080 5.192300 -0.28 -0.16 0.12 -0.060
H -7.086510 30.392660 4.602164 0.34 -0.05 -0.25 0.033
H -7.808380 31.265275 5.606836 0.00 0.21 0.08 0.024
O -3.058291 32.279937 -2.697842 -0.09 0.12 -0.41 -0.063
H -3.482233 32.265029 -1.839782 -0.10 -0.12 0.36 0.033
H -2.122270 32.323338 -2.502345 0.19 -0.05 0.12 0.026